# 1
The following is a DFT calculation (ωB97M-V/def2-TZVPD) of a structure of composition C12H26CuN2O14 in a non-equilibrium geometry.

The calculation puts the HOMO energy (spin up / spin down) at -2.060 / -2.047 eV. As for the total charge: -2. The spin multiplicity is 2. The total energy comes out at -3276.2940 hartree. Its LUMO energy (spin up / spin down) is 4.29 / 4.29 eV.

Each line ends with the natural charge from an NBO analysis.
Atoms and positions in Å:
Cu1 -0.34237 0.09405 1.07071  1.6164
O1 0.98828 -0.08403 5.20972  -0.7506
C1 0.14018 -0.61302 4.27246  0.9472
O2 0.36791 -0.10082 3.10796  -0.9111
O3 -0.69759 -1.46601 4.53849  -0.6730
H1 1.26140 0.60050 4.54748  0.4910
O4 0.39166 -4.23196 0.90029  -0.7586
C2 -0.55104 -3.32257 1.26197  0.9506
O5 -1.37734 -3.57155 2.13866  -0.6820
O6 -0.39682 -2.16526 0.72242  -0.9454
H2 0.90822 -3.70987 0.26815  0.4858
O7 0.86106 4.27442 1.51548  -0.7313
C3 0.98247 2.94332 1.29039  0.9598
O8 2.15491 2.48580 1.34947  -0.8264
O9 -0.06251 2.27358 1.11667  -0.8160
H3 1.77771 4.57129 1.46917  0.4753
O10 -4.43408 1.34588 2.18200  -0.7573
C4 -3.52806 0.32074 2.26806  0.9323
O11 -2.30898 0.48449 1.96698  -0.8467
O12 -3.92292 -0.76633 2.74843  -0.7626
H4 -5.08284 0.80893 2.68858  0.4857
C5 2.67166 0.42662 -2.11236  -0.6168
C6 2.22902 -0.74376 -1.18587  -0.0621
C7 3.21737 -1.90333 -1.12164  -0.0607
O13 2.63043 -2.96471 -0.38341  -0.5520
C8 3.58164 -3.93121 0.00876  -0.2522
N1 1.69745 -0.39121 0.12695  -0.8921
H5 2.07704 1.31483 -1.91941  0.2367
H6 2.36344 0.03963 -3.08775  0.1949
H7 3.75227 0.55268 -2.16496  0.1975
H8 1.39597 -1.21261 -1.72283  0.1809
H9 4.14616 -1.62322 -0.60783  0.1560
H10 3.55612 -2.28102 -2.09435  0.1553
H11 4.52607 -3.56570 0.43780  0.1576
H12 3.91880 -4.42429 -0.90900  0.1512
H13 3.30237 -4.60550 0.81555  0.2204
H14 2.36941 0.11833 0.70073  0.4004
H15 1.64100 -1.30928 0.57080  0.4183
C9 -1.09505 0.36819 -3.19257  -0.6242
C10 -1.02240 1.12260 -1.92005  -0.0999
C11 -1.85326 2.39335 -1.88546  -0.0773
O14 -3.24755 2.05067 -2.01188  -0.5794
C12 -4.09853 2.90919 -1.25129  -0.2584
N2 -1.43904 0.23994 -0.78411  -0.8441
H16 -2.09482 0.37818 -3.63039  0.2167
H17 -0.76942 -0.66396 -3.05129  0.2088
H18 -0.40445 0.81204 -3.91724  0.1993
H19 0.01738 1.28937 -1.62762  0.2190
H20 -1.65478 3.08218 -2.71291  0.1574
H21 -1.65949 2.95587 -0.96997  0.2270
H22 -4.20675 2.47381 -0.25940  0.2260
H23 -5.04622 3.20054 -1.71297  0.1669
H24 -3.66480 3.91656 -1.27643  0.1575
H25 -1.55975 -0.66810 -1.22113  0.3835
H26 -2.40657 0.47171 -0.56002  0.4047

***

# 2
The following is a DFT calculation (ωB97M-V/def2-TZVPD) of a cluster of 2 separate species, C14H16 in total in a non-equilibrium geometry.

The calculation puts the HOMO energy (spin up / spin down) at 1.125 / -5.482 eV. As for the total charge: -1. The spin multiplicity is 2. The total energy comes out at -543.0015 hartree. Its LUMO energy (spin up / spin down) is 3.25 / 3.15 eV.

Each line ends with the natural charge from an NBO analysis.
Atoms and positions in Å:
C1 1.51679 -0.94157 -4.15545  -0.7667
C2 -1.77810 -1.28595 -2.33445  -0.2512
C3 -0.79402 -0.79926 -3.13223  -0.3217
C4 -1.82622 -2.65873 -2.00896  -0.2936
C5 0.26354 -1.61435 -3.57484  -0.0630
C6 -0.73109 -3.44440 -2.38002  -0.2312
C7 0.34348 -2.91791 -3.11374  -0.2883
H1 -2.59293 -0.68321 -1.95184  0.2005
H2 -0.76901 0.22560 -3.48988  0.1972
H3 -2.64042 -3.06721 -1.42805  0.1966
H4 -0.69591 -4.51204 -2.18370  0.1903
H5 1.83213 -0.28865 -3.32112  0.1773
H6 1.26349 -0.37304 -5.04703  0.2029
H7 1.08282 -3.62626 -3.45320  0.1970
H8 2.31475 -1.64508 -4.36721  0.2009
C8 1.76345 3.38799 3.38922  -0.6713
C9 -0.55783 0.82595 1.66554  -0.2891
C10 -1.26104 0.39563 2.78099  -0.2503
C11 0.40161 1.83181 1.84178  -0.2669
C12 0.63261 2.44287 3.05509  -0.0490
C13 -0.99791 0.92252 4.04358  -0.2296
C14 -0.16700 2.01079 4.15076  -0.2273
H9 -0.73371 0.41967 0.68211  0.2233
H10 -1.74504 -0.57815 2.78556  0.2032
H11 1.06214 2.05178 1.00728  0.1844
H12 -1.35827 0.42633 4.93675  0.2014
H13 1.39112 4.41418 3.48528  0.2089
H14 2.57774 3.35886 2.67098  0.2201
H15 0.08598 2.56087 5.05130  0.1898
H16 2.11686 3.16090 4.39546  0.2053

***

# 3
The following is a DFT calculation (ωB97M-V/def2-TZVPD) of the molecule C6H10 in a non-equilibrium geometry.

The calculation puts the HOMO energy at -8.957 eV. As for the SMILES: C1C[C@@H]2C[C@@H]2C1. As for the total charge: 0. The total energy comes out at -234.5197 hartree. Its LUMO energy is 1.23 eV.

Each line ends with the natural charge from an NBO analysis.
Atoms and positions in Å:
C1 -1.22942 0.57504 0.53760  -0.3942
C2 -0.82597 -0.86204 0.66676  -0.4217
C3 0.54102 -1.01185 0.02831  -0.2139
C4 1.64936 -0.01583 0.26009  -0.4251
C5 0.82879 0.07280 -0.99033  -0.2574
C6 -0.35570 1.01184 -0.97928  -0.4347
H1 -0.83585 1.18158 1.39781  0.1882
H2 -2.31594 0.77272 0.55100  0.2166
H3 -1.55181 -1.44865 0.09581  0.2051
H4 -0.82882 -1.20688 1.70397  0.2104
H5 0.83808 -2.02922 -0.19248  0.2137
H6 1.52040 0.79468 0.97279  0.2092
H7 2.66436 -0.40126 0.20132  0.2207
H8 1.27716 -0.24542 -1.94031  0.2255
H9 -0.48821 1.86641 -0.37095  0.2411
H10 -0.88745 0.94609 -1.94212  0.2164

***

# 4
The following is a DFT calculation (ωB97M-V/def2-TZVPD) of a structure of composition C25H28F7I2NO23 in a non-equilibrium geometry.

The calculation puts the HOMO energy at -8.074 eV. As for the total charge: 0. The total energy comes out at -4049.2541 hartree. Its LUMO energy is -0.02 eV.

Each line ends with the Löwdin charge.
Atoms and positions in Å:
C1 -3.09887 2.75571 -2.32437  -0.1532
C2 -3.88804 1.61915 -2.98881  -0.7442
I1 -5.01081 2.43254 -4.63337  0.7719
C3 -2.95901 0.41252 -3.39030  -0.7034
I2 -3.60684 -0.42645 -5.27443  0.8732
N1 -1.57042 0.77372 -3.56782  0.0118
C4 -0.73439 0.54827 -2.50008  -0.5816
O1 -0.75780 -0.41152 -1.79064  0.1276
O2 0.22176 1.53213 -2.32617  0.0600
H1 -3.62150 3.03340 -1.41569  0.0594
H2 -2.09517 2.48452 -2.03886  0.0537
H3 -3.09797 3.62532 -2.97493  0.0415
H4 -4.63297 1.24823 -2.29503  0.0598
H5 -3.09071 -0.42135 -2.71592  0.0687
H6 -1.43222 1.69108 -3.96656  0.1361
H7 -0.02657 2.12114 -1.59388  0.0862
C5 -3.62332 6.24993 1.92755  -0.0483
C6 -4.84367 5.39432 2.19054  -0.3148
O3 -4.63091 4.29422 1.32593  0.1364
C7 -3.28274 4.15106 1.17296  -0.5389
O4 -2.75397 3.19096 0.73142  0.1794
O5 -2.63519 5.26460 1.60426  0.0652
F1 -5.98784 6.02420 1.83889  0.0814
H8 -3.77226 6.91219 1.07417  0.1463
H9 -3.31969 6.83809 2.78901  0.1388
H10 -4.93460 5.03518 3.21694  0.1741
C8 -7.54318 -2.62653 -1.31617  -0.0444
C9 -7.99378 -1.31006 -1.91182  -0.3083
O6 -6.76664 -0.73660 -2.32991  0.1232
C10 -5.91826 -1.76378 -2.61195  -0.5331
O7 -4.91298 -1.64578 -3.23187  -0.0362
O8 -6.38433 -2.92504 -2.10406  0.0862
F2 -8.57023 -0.50630 -0.98880  0.0805
H11 -7.25489 -2.51837 -0.27011  0.1458
H12 -8.28670 -3.41331 -1.40340  0.1406
H13 -8.65948 -1.40292 -2.77095  0.1757
C11 1.35383 -0.82582 0.51637  -0.0397
C12 2.47312 -0.00508 1.10888  -0.2857
O9 2.62020 -0.57321 2.40573  0.1395
C13 2.23169 -1.87153 2.31262  -0.5524
O10 2.46202 -2.70570 3.12633  0.1617
O11 1.55322 -2.09401 1.16571  0.0705
F3 2.13029 1.30261 1.23784  0.0805
H14 0.37311 -0.43146 0.78068  0.1449
H15 1.41519 -0.91989 -0.56215  0.1261
H16 3.41729 -0.07964 0.57092  0.1535
C14 3.15914 1.42711 -4.03637  -0.0444
C15 4.29202 2.24112 -3.45111  -0.3082
O12 4.48074 1.62499 -2.18839  0.1374
C16 4.10053 0.32448 -2.31505  -0.5488
O13 4.36204 -0.53061 -1.53437  0.1672
O14 3.38725 0.14060 -3.44551  0.0817
F4 3.94538 3.53614 -3.26865  0.0811
H17 2.18601 1.80483 -3.72122  0.1218
H18 3.18973 1.36806 -5.12068  0.1412
H19 5.22433 2.19812 -4.01639  0.1734
C17 5.36514 -4.75210 2.91641  -0.0566
C18 5.98025 -4.02599 4.08851  -0.3073
O15 7.35729 -4.32560 3.94033  0.1284
C19 7.58463 -4.51711 2.60579  -0.5521
O16 8.65774 -4.52470 2.10454  0.1745
O17 6.41960 -4.68475 1.94387  0.0853
F5 5.54482 -4.51697 5.27620  0.0737
H20 5.14343 -5.79196 3.14184  0.1160
H21 4.46076 -4.27389 2.55012  0.1194
H22 5.84183 -2.94350 4.08083  0.1711
C20 1.73332 -5.80952 0.13531  -0.0411
C21 0.93727 -6.38478 1.28539  -0.3054
O18 1.85086 -7.30996 1.85337  0.1405
C22 3.10320 -6.84246 1.59559  -0.5389
O19 4.09107 -7.20466 2.14136  0.1673
O20 3.07019 -5.88579 0.64026  0.0748
F6 -0.16300 -7.05062 0.85791  0.0749
H23 1.64626 -6.42270 -0.76237  0.1458
H24 1.46411 -4.78405 -0.10182  0.1340
H25 0.64389 -5.65639 2.04253  0.1746
C23 1.13273 3.99318 3.38063  -0.0426
C24 1.61972 5.27014 2.72960  -0.3127
O21 1.73139 4.89023 1.37135  0.1434
C25 0.81923 3.90101 1.15799  -0.5587
O22 0.46892 3.53846 0.08577  0.1693
O23 0.36945 3.39827 2.32697  0.0664
F7 2.83621 5.64347 3.19091  0.0804
H26 1.96083 3.33584 3.64844  0.1463
H27 0.51542 4.16745 4.25746  0.1393
H28 0.93250 6.11389 2.81396  0.1718

***

Which of these has the lowest total charge?
C12H26CuN2O14

***

Among the records above, which one has the lowest total charge?
C12H26CuN2O14

***

Look up the total charge of the fourth one.
0

***

Copy entry 2 word for word.
The following is a DFT calculation (ωB97M-V/def2-TZVPD) of a cluster of 2 separate species, C14H16 in total in a non-equilibrium geometry.

The calculation puts the HOMO energy (spin up / spin down) at 1.125 / -5.482 eV. As for the total charge: -1. The spin multiplicity is 2. The total energy comes out at -543.0015 hartree. Its LUMO energy (spin up / spin down) is 3.25 / 3.15 eV.

Each line ends with the natural charge from an NBO analysis.
Atoms and positions in Å:
C1 1.51679 -0.94157 -4.15545  -0.7667
C2 -1.77810 -1.28595 -2.33445  -0.2512
C3 -0.79402 -0.79926 -3.13223  -0.3217
C4 -1.82622 -2.65873 -2.00896  -0.2936
C5 0.26354 -1.61435 -3.57484  -0.0630
C6 -0.73109 -3.44440 -2.38002  -0.2312
C7 0.34348 -2.91791 -3.11374  -0.2883
H1 -2.59293 -0.68321 -1.95184  0.2005
H2 -0.76901 0.22560 -3.48988  0.1972
H3 -2.64042 -3.06721 -1.42805  0.1966
H4 -0.69591 -4.51204 -2.18370  0.1903
H5 1.83213 -0.28865 -3.32112  0.1773
H6 1.26349 -0.37304 -5.04703  0.2029
H7 1.08282 -3.62626 -3.45320  0.1970
H8 2.31475 -1.64508 -4.36721  0.2009
C8 1.76345 3.38799 3.38922  -0.6713
C9 -0.55783 0.82595 1.66554  -0.2891
C10 -1.26104 0.39563 2.78099  -0.2503
C11 0.40161 1.83181 1.84178  -0.2669
C12 0.63261 2.44287 3.05509  -0.0490
C13 -0.99791 0.92252 4.04358  -0.2296
C14 -0.16700 2.01079 4.15076  -0.2273
H9 -0.73371 0.41967 0.68211  0.2233
H10 -1.74504 -0.57815 2.78556  0.2032
H11 1.06214 2.05178 1.00728  0.1844
H12 -1.35827 0.42633 4.93675  0.2014
H13 1.39112 4.41418 3.48528  0.2089
H14 2.57774 3.35886 2.67098  0.2201
H15 0.08598 2.56087 5.05130  0.1898
H16 2.11686 3.16090 4.39546  0.2053